[1]
Density functional theory data (ωB97M-V/def2-TZVPD) for a 2-piece molecular cluster, C32H49BBrN3O9 overall in a non-equilibrium geometry.

```
95
Properties=species:S:1:pos:R:3:forces:R:3:lowdin_charge:R:1
C 0.3881 -1.5916 2.1534 0.0 0.3 -0.3 0.051
C 1.2528 -0.6951 1.5754 -0.5 -1.0 0.6 -0.113
C 0.9838 0.0646 0.3088 -0.4 1.3 1.7 -0.096
N 2.0412 -0.2789 -0.6302 0.9 0.3 -0.5 0.077
C 1.8919 -0.9769 -1.8172 0.5 -0.8 -0.2 -0.132
C 0.6089 -1.4483 -2.3898 0.3 0.6 -0.3 -0.088
C 0.2400 -0.4726 -3.5000 -0.1 -0.6 0.1 -0.824
O 0.4674 0.6736 -3.4342 0.1 1.2 -0.1 0.068
Br -0.6281 -1.2127 -5.0512 -0.1 -0.3 -0.1 0.755
C 3.1343 -1.1125 -2.3801 0.3 -0.1 1.2 -0.209
N 3.5444 -1.6808 -3.5608 -1.1 0.4 -0.8 0.175
C 3.2872 -2.9127 -3.8021 0.5 0.0 0.4 -0.345
C 3.2389 -3.9671 -2.7332 -0.7 0.1 -0.2 0.005
C 3.0304 -3.3480 -5.1955 0.4 -0.2 -0.1 -0.009
N 4.0060 -0.4555 -1.5306 -0.1 -0.1 -0.2 0.032
C 5.4281 -0.3337 -1.8270 -0.5 0.5 0.0 0.039
C 3.3359 0.0447 -0.4821 -0.2 -0.5 0.0 -0.172
C 3.9952 0.8395 0.5750 -0.4 0.9 -0.4 -0.066
C 4.2041 2.2836 0.0496 -0.3 -0.4 -0.6 -0.155
C 3.0133 3.2157 0.2910 0.4 -0.3 -0.2 -0.201
C 2.0291 3.4012 -0.8638 -0.2 0.6 0.8 -0.189
C 0.8227 4.2178 -0.3416 0.0 -0.5 -0.4 -0.183
C -0.5461 3.5210 -0.2713 -0.1 0.7 0.4 -0.189
C -1.7033 4.4368 -0.7144 0.1 -0.4 -0.3 -0.194
C -2.5215 3.9291 -1.8978 -0.7 0.5 0.4 -0.204
C -3.6998 3.0337 -1.4873 0.4 -0.7 -0.8 -0.185
C -3.4224 1.5182 -1.5783 0.4 0.5 0.6 -0.197
C -3.3955 0.8501 -0.2039 -0.1 -0.2 -0.3 -0.209
C -3.6641 -0.6478 -0.1907 -0.3 -0.3 0.4 -0.218
C -5.1324 -1.0193 0.0725 0.8 0.5 -0.6 -0.221
C -6.0453 -0.4798 -1.0165 -0.2 -0.3 0.4 -0.208
C -7.5100 -0.9746 -0.9844 0.4 0.2 -0.2 -0.247
C -7.7706 -2.1853 -0.1112 -0.2 0.4 -0.2 -0.120
H -0.5135 -1.2950 2.6779 -1.3 0.0 -1.7 0.078
H 0.5987 -2.6506 2.1826 1.2 0.0 1.9 0.065
H 2.1784 -0.5286 2.1097 1.1 -1.2 -1.0 0.093
H 0.9589 1.1393 0.4435 0.0 0.4 -0.3 0.111
H 0.0403 -0.2812 -0.0696 -0.3 0.2 -0.3 0.109
H 0.6878 -2.4532 -2.7690 -0.2 -0.4 0.0 0.096
H -0.1716 -1.3601 -1.6474 -0.4 -0.4 0.1 0.119
H 4.0678 -3.8612 -2.0501 0.1 0.1 0.3 0.094
H 3.2505 -4.9503 -3.1725 0.2 -0.3 -0.1 0.080
H 2.2975 -3.9011 -2.1992 -0.1 0.0 0.4 0.085
H 3.0620 -4.4224 -5.2806 0.1 -0.3 -0.1 0.077
H 2.0226 -3.0371 -5.4483 -0.3 0.2 -0.1 0.069
H 3.7157 -2.8949 -5.8985 0.1 0.2 -0.2 0.096
H 5.5094 0.1086 -2.8084 0.1 -0.1 -0.4 0.105
H 5.8727 0.3635 -1.1379 0.2 0.0 0.3 0.088
H 5.9015 -1.3007 -1.7960 0.2 -0.2 0.0 0.102
H 4.9356 0.3744 0.8246 0.2 -0.2 0.3 0.127
H 3.3671 0.9042 1.4457 0.0 -0.2 0.5 0.103
H 4.3222 2.1859 -1.0266 0.3 0.3 -0.3 0.104
H 5.1303 2.6950 0.4232 0.2 0.1 0.3 0.115
H 2.4798 2.9016 1.1823 -0.1 0.0 0.3 0.113
H 3.4297 4.1945 0.4874 -0.1 0.3 0.3 0.116
H 1.7312 2.4662 -1.3237 -0.1 -0.2 -0.2 0.088
H 2.5184 4.0311 -1.5946 0.2 -0.2 -0.5 0.109
H 1.0917 4.5516 0.6515 -0.1 0.3 0.3 0.105
H 0.7155 5.1100 -0.9437 0.0 0.2 -0.2 0.099
H -0.5808 2.5963 -0.8357 0.2 -0.2 -0.2 0.084
H -0.7304 3.2908 0.7717 0.0 -0.5 0.2 0.107
H -2.3996 4.5693 0.1038 -0.1 0.2 0.3 0.103
H -1.3315 5.4257 -0.9544 0.2 0.2 0.0 0.098
H -1.9121 3.4590 -2.6612 0.3 -0.2 -0.1 0.107
H -2.9673 4.7949 -2.3768 0.0 0.3 -0.2 0.101
H -4.5103 3.2411 -2.1753 -0.4 0.2 0.1 0.103
H -4.0070 3.2728 -0.4781 -0.3 0.2 0.2 0.100
H -4.1095 1.0394 -2.2589 -0.3 -0.2 -0.1 0.092
H -2.4304 1.4257 -2.0038 0.3 -0.3 -0.4 0.085
H -4.1307 1.3148 0.4467 -0.2 0.2 0.1 0.109
H -2.4329 1.0747 0.2448 0.3 0.0 0.2 0.094
H -3.3686 -1.1402 -1.1156 0.3 0.1 -0.3 0.105
H -3.1000 -1.1202 0.6097 0.3 -0.1 0.1 0.097
H -5.1570 -2.0997 0.1010 -0.3 -0.3 0.3 0.102
H -5.3781 -0.5990 1.0408 -0.3 -0.2 0.3 0.118
H -6.0378 0.6002 -0.9397 0.0 0.3 -0.2 0.101
H -5.5966 -0.7301 -1.9719 0.1 -0.1 -0.3 0.104
H -8.1396 -0.1366 -0.7131 -0.3 0.1 0.3 0.098
H -7.7842 -1.2233 -2.0030 -0.2 0.0 -0.3 0.096
H -7.1700 -3.0140 -0.4580 0.1 -0.4 0.1 0.070
H -8.8149 -2.4599 -0.1720 -0.3 -0.2 0.0 0.068
H -7.5490 -1.9798 0.9261 0.2 -0.1 0.3 0.070
B 1.9639 -1.9944 6.6719 0.0 -0.2 0.2 -0.867
O 3.3156 -1.5850 6.2096 -0.2 0.1 -0.1 0.237
C 3.2024 -0.5786 5.3693 0.2 -0.1 0.1 -0.405
O 4.0959 -0.0173 4.7957 0.0 0.0 -0.2 0.122
C 1.7031 -0.2488 5.2217 -0.2 0.1 0.0 -0.414
O 1.2541 0.6100 4.5129 -0.1 0.1 -0.2 0.115
O 1.0192 -1.0783 5.9767 0.3 0.0 0.0 0.234
O 1.6867 -3.3974 6.3295 0.0 0.2 0.1 0.222
C 1.4241 -4.0752 7.4447 0.0 -0.1 -0.2 -0.388
O 1.1595 -5.2372 7.5127 0.0 0.0 0.0 0.152
C 1.5231 -3.0869 8.6272 0.0 0.2 0.2 -0.386
O 1.3489 -3.3468 9.7784 0.0 0.0 0.0 0.157
O 1.8373 -1.8923 8.1299 0.0 -0.2 -0.2 0.231
```
Positions in Å, forces in eV/Å.

Calculated total energy   -127596.7435 eV
HOMO energy   -8.709 eV
Charge   0
Frontier orbital gap   7.7 eV



[2]
Density functional theory data (ωB97M-V/def2-TZVPD) for C32H49BFHfN3O20S3 as an isolated structure in a non-equilibrium geometry.

```
110
Properties=species:S:1:pos:R:3:forces:R:3:lowdin_charge:R:1
Hf 6.6703 -19.2254 12.8497 -0.1 -7.1 3.1 2.199
B 9.0444 -19.7909 12.8019 0.0 -1.0 -0.3 -0.300
H 10.1854 -19.8275 12.8814 1.1 0.3 0.0 0.058
H 8.6296 -18.9778 12.1196 -1.3 2.6 -2.3 -0.042
H 8.6630 -20.8362 12.4678 -1.0 -1.0 -0.7 0.034
H 8.5384 -19.5587 13.7968 -1.4 0.7 2.3 -0.036
C 5.0368 -22.9774 14.4650 -0.3 0.0 -0.7 0.063
C 5.5316 -21.7298 13.7915 0.0 0.8 0.8 -0.626
O 4.8377 -20.6970 13.5657 -0.3 1.3 -0.3 -0.084
O 6.7513 -21.5817 13.5217 1.4 1.1 -1.2 -0.069
H 5.4690 -23.8444 13.9634 0.1 0.0 0.0 0.087
H 3.9506 -23.0270 14.4021 0.0 0.1 0.0 0.085
H 5.3304 -23.0316 15.5134 0.2 0.3 0.0 0.093
C 9.4894 -22.9791 14.8511 0.2 -0.6 0.3 -0.067
C 10.2761 -24.0844 14.5229 0.6 0.6 -1.2 -0.078
C 10.9347 -24.8413 15.4570 -0.8 -1.1 1.7 0.005
C 10.6427 -24.5934 16.8042 -0.1 1.6 -0.4 -0.132
C 9.8921 -23.4818 17.1563 -0.9 0.6 0.2 0.007
C 9.2717 -22.6881 16.1852 0.3 -0.5 -0.6 -0.043
N 11.1911 -25.3844 17.9130 -0.2 -0.1 -0.6 -0.350
O 10.6290 -25.2861 18.9827 0.1 -0.1 0.3 0.081
O 12.1299 -26.0986 17.6565 0.2 -0.2 0.1 0.112
H 9.0314 -22.3590 14.0947 0.0 -0.2 -0.1 0.070
H 10.4860 -24.2892 13.4783 -0.1 0.0 0.0 0.114
H 11.4840 -25.7524 15.2593 0.3 0.3 -0.4 0.125
H 9.7297 -23.1999 18.1869 0.1 -0.4 0.1 0.110
H 8.5767 -21.8784 16.3676 0.3 0.1 0.7 0.084
C 6.5475 -25.1447 18.4853 0.8 0.1 0.8 -0.041
C 7.2079 -24.4651 19.5260 -0.8 0.0 -0.5 -0.043
C 6.5627 -23.4127 20.1577 0.2 0.3 1.3 -0.021
C 5.2832 -23.0327 19.8099 0.1 -0.4 -1.2 -0.150
C 4.6828 -23.6427 18.7162 -0.7 -0.1 0.6 -0.015
C 5.2805 -24.7327 18.1056 0.2 0.8 -0.7 -0.059
N 4.5570 -21.9263 20.4497 -0.3 -0.2 -0.2 -0.342
O 3.3508 -21.9992 20.4628 -0.2 -0.2 0.0 0.099
O 5.1784 -20.9773 20.8795 0.7 0.2 0.1 0.072
H 7.0519 -25.9894 18.0361 -0.2 0.1 -0.2 0.092
H 8.1948 -24.7338 19.8743 0.0 -0.2 -0.2 0.101
H 7.0085 -22.9684 21.0420 0.1 0.2 -0.2 0.128
H 3.6920 -23.3340 18.4108 0.0 0.1 0.0 0.099
H 4.7892 -25.0892 17.2080 0.1 -0.6 0.2 0.103
C 0.2620 -24.5689 16.7278 0.6 -0.4 -1.7 -0.054
C 1.4126 -23.9401 16.2168 -0.5 0.0 1.3 -0.071
C 1.7349 -22.6875 16.6864 1.1 0.9 -0.6 -0.048
C 0.9122 -21.9616 17.5520 0.7 -2.1 -1.1 -0.138
C -0.2159 -22.6291 17.9825 -1.2 1.5 0.9 0.010
C -0.5786 -23.9116 17.5895 0.6 0.4 0.1 -0.039
N 1.3282 -20.6598 18.0711 -0.4 -0.2 1.6 -0.337
O 0.5173 -20.1168 18.7925 0.1 0.3 -0.5 0.111
O 2.4751 -20.2657 17.9113 -0.2 -0.2 -0.8 0.044
H 0.0345 -25.5297 16.2801 -0.2 -0.2 0.5 0.114
H 2.1372 -24.4477 15.5958 -0.2 -0.2 -0.2 0.089
H 2.6742 -22.2786 16.3240 -0.1 0.4 0.3 0.095
H -0.8874 -22.0536 18.6127 0.0 -0.2 0.2 0.129
H -1.4759 -24.3667 17.9795 0.0 0.0 0.0 0.121
O 5.6942 -27.0240 14.5480 1.1 -0.1 0.6 -0.300
S 7.1374 -26.9756 14.6954 0.6 -0.6 -1.4 0.630
O 7.7578 -26.2844 15.7964 -0.5 -0.3 -0.6 -0.285
O 7.7009 -28.4917 14.6388 -1.2 1.5 0.0 -0.244
C 9.1211 -28.7040 14.6848 0.9 -1.0 1.6 -0.261
C 9.3388 -30.0476 15.4064 -0.2 -0.2 -1.6 -0.048
C 7.7381 -26.2744 13.1304 0.0 0.0 0.6 -0.096
H 9.6531 -28.0073 15.3359 -0.4 0.7 -0.4 0.108
H 9.5287 -28.7293 13.6774 0.0 0.2 -0.1 0.122
H 10.3972 -30.1988 15.6105 0.0 0.2 0.2 0.086
H 9.0644 -30.8211 14.6850 -0.1 -0.2 0.3 0.082
H 8.7192 -30.1565 16.2906 0.1 0.2 0.1 0.087
H 8.7907 -26.4810 12.9474 0.1 0.1 0.4 0.067
H 7.5680 -25.2056 13.2553 0.2 0.1 -0.1 0.055
H 7.1929 -26.6387 12.2654 -0.3 -0.2 0.3 0.063
O 6.8376 -19.4082 15.2212 -0.5 1.3 -1.6 -0.425
S 6.4170 -19.6769 16.6161 0.1 -0.9 3.4 0.682
O 5.7704 -20.9314 16.9128 0.7 1.0 -1.1 -0.226
O 7.7689 -19.5447 17.4489 -1.2 0.5 -2.1 -0.241
C 7.7533 -20.0831 18.8023 -0.2 -1.0 0.7 -0.242
C 8.9543 -19.5593 19.5560 -0.6 -0.5 0.5 -0.027
C 5.4158 -18.3610 17.3277 0.4 0.0 -2.3 -0.053
H 7.7765 -21.1708 18.6826 0.5 0.0 0.0 0.106
H 6.7820 -19.9668 19.2928 0.1 0.7 0.0 0.098
H 8.9479 -18.5131 19.8546 -0.2 0.2 -0.6 0.090
H 9.8629 -19.8324 19.0254 0.1 0.1 0.1 0.090
H 8.8991 -20.0816 20.5155 0.3 -0.2 -0.1 0.098
H 4.4997 -18.4101 16.7350 -0.4 -0.3 0.6 0.079
H 5.8741 -17.4240 17.0107 0.3 0.1 0.6 0.084
H 5.3109 -18.5344 18.3923 -0.1 0.0 0.0 0.092
O 4.6885 -19.4836 8.8445 -0.3 0.4 1.4 -0.205
S 3.9687 -19.4429 10.0791 -2.4 -0.6 -2.3 0.689
O 4.7183 -19.2914 11.3475 2.4 0.7 1.4 -0.451
O 2.9042 -18.2550 10.0187 1.8 -0.6 0.2 -0.226
C 2.0814 -18.0040 11.1868 -2.2 -0.9 -0.2 -0.260
C 1.3065 -16.7145 10.9941 1.6 0.1 -0.4 -0.040
C 2.9138 -20.9299 10.2276 0.6 0.8 0.6 -0.050
H 2.6324 -18.0901 12.1210 0.3 0.3 -0.1 0.114
H 1.3038 -18.7785 11.1695 0.4 -0.3 0.3 0.122
H 0.7657 -16.6841 10.0512 -0.2 -0.4 0.1 0.096
H 2.0843 -15.9505 10.9001 -0.5 0.5 0.4 0.090
H 0.6303 -16.6030 11.8365 0.1 0.4 0.0 0.097
H 3.6042 -21.7620 10.1067 -0.1 -0.1 0.0 0.052
H 2.1063 -20.9053 9.4996 0.4 0.2 -0.4 0.098
H 2.4470 -20.9274 11.2120 0.3 0.0 0.1 0.078
C 3.2941 -25.2191 12.3150 0.5 -0.5 0.1 -0.035
C 4.2965 -26.2057 11.7338 -1.6 -0.8 0.2 -0.288
O 5.3228 -25.3618 11.2793 0.1 -0.3 0.2 0.135
C 4.8344 -24.1095 11.1394 -0.1 -0.2 -1.0 -0.568
O 5.4362 -23.2041 10.6523 0.1 0.3 0.3 0.162
O 3.5577 -24.0541 11.5308 -0.1 0.6 0.7 0.072
F 3.7202 -26.8906 10.6961 0.4 0.3 -0.3 0.077
H 3.6119 -25.0897 13.3538 -0.4 0.4 0.0 0.112
H 2.2458 -25.4841 12.2439 0.1 -0.2 -0.1 0.154
H 4.5938 -26.9637 12.4545 0.7 0.3 0.0 0.151
```
Positions in Å, forces in eV/Å.

Calculated total energy   -116578.1444 eV
HOMO energy   -13.552 eV
Charge   +2
Frontier orbital gap   4.2 eV